Entry from the Open Molecules 2025 dataset: a structure of composition C37H43BaO3Si at a distorted geometry (wB97M-V/def2-TZVPD).

Geometry as XYZ:
```
85
Properties=species:S:1:pos:R:3:forces:R:3
O -3.732 -5.377 -4.688 -0.1 -0.2 -0.2
C -3.468 -6.744 -4.308 0.0 0.1 0.1
C -3.983 -7.276 -5.641 0.0 -0.1 -0.1
H -4.042 -7.038 -3.427 0.0 0.0 0.0
H -2.407 -6.912 -4.109 0.0 0.0 0.0
C -4.244 -5.800 -6.000 0.1 0.0 0.3
H -4.876 -7.895 -5.583 -0.1 0.0 0.0
H -3.243 -7.771 -6.264 0.0 0.0 0.0
C -5.697 -5.418 -6.149 -0.1 0.0 0.0
H -6.286 -5.809 -5.322 0.0 0.0 0.1
H -6.106 -5.813 -7.080 0.0 0.0 -0.1
H -5.807 -4.334 -6.162 0.0 0.1 0.0
C -3.384 -5.242 -7.108 0.1 0.0 0.0
H -2.341 -5.515 -6.962 0.1 0.0 0.0
H -3.450 -4.155 -7.131 0.0 0.1 0.0
H -3.708 -5.623 -8.077 0.0 0.0 0.0
Ba 0.013 0.223 -0.300 -2.6 -6.0 8.2
C 2.114 1.209 -0.790 3.4 0.3 -0.6
C 2.276 0.368 0.325 4.3 -0.5 -0.6
C 2.073 -0.962 -0.112 3.4 -0.3 -0.5
H 2.484 0.672 1.335 -0.3 -0.1 -0.3
C 1.793 -0.931 -1.489 2.6 -0.8 -1.1
C 1.796 0.408 -1.912 2.6 0.0 -1.0
H 1.588 0.763 -2.907 -0.1 0.1 -0.1
H 2.206 2.281 -0.783 -0.1 0.1 0.1
H 2.084 -1.832 0.518 -0.1 -0.2 0.2
H 1.566 -1.786 -2.104 -0.1 -0.2 -0.1
C -0.675 2.440 0.252 -2.0 3.2 -0.7
C -0.574 2.341 -1.156 -1.8 3.1 -0.5
C -1.542 1.423 -1.606 -2.7 2.4 -0.8
H 0.120 2.873 -1.781 0.1 0.0 -0.1
C -2.260 0.975 -0.470 -2.6 2.1 -0.7
C -1.732 1.611 0.663 -1.9 2.0 -0.1
H -2.022 1.421 1.680 0.1 -0.1 0.2
H -0.051 3.036 0.897 -0.2 -0.4 -0.3
H -1.727 1.152 -2.631 0.1 -0.2 -0.2
H -3.035 0.229 -0.460 -0.1 -0.2 -0.1
O -1.009 -1.628 -1.063 -2.2 -4.3 -1.7
C -1.362 -1.761 -2.457 -0.2 -0.1 0.2
C -1.348 -3.249 -2.744 0.0 -0.1 -0.2
H -0.649 -1.192 -3.047 0.1 0.1 0.0
H -2.355 -1.330 -2.601 -0.1 0.0 0.0
C -1.746 -3.837 -1.397 -0.1 -0.2 0.0
H -0.345 -3.574 -3.018 0.1 0.0 0.0
H -2.023 -3.517 -3.554 -0.1 -0.1 0.0
C -1.022 -2.934 -0.424 0.1 0.6 -0.4
H -1.455 -4.879 -1.280 0.0 -0.1 0.0
H -2.824 -3.768 -1.254 -0.1 0.0 0.0
H 0.011 -3.246 -0.266 0.1 0.0 0.0
H -1.494 -2.817 0.543 -0.2 0.0 0.2
O 0.749 1.484 2.260 1.2 1.7 1.7
Si 1.524 2.655 3.123 -1.3 -2.7 -2.2
C 3.370 2.812 2.668 0.3 0.7 -0.1
C 3.929 4.037 2.241 0.8 -0.9 0.0
C 5.278 4.127 1.883 -0.1 -0.4 0.1
C 6.099 3.005 1.959 -0.2 0.0 0.1
C 5.576 1.793 2.408 -0.4 0.3 0.1
C 4.228 1.697 2.766 0.4 0.8 -0.3
C 0.736 4.374 2.879 0.2 0.3 0.3
C 0.926 5.070 1.662 -0.3 0.3 0.6
C 0.371 6.331 1.454 0.0 -0.3 0.3
C -0.392 6.929 2.456 0.1 -0.4 0.2
C -0.601 6.256 3.662 0.2 -0.2 -0.4
C -0.045 4.987 3.873 0.0 0.6 -0.9
C 1.647 2.029 4.873 -0.1 0.6 0.7
C 1.636 2.883 5.987 0.2 -1.1 0.5
C 1.771 2.359 7.277 0.0 -0.3 -0.3
C 1.937 0.985 7.461 0.0 0.2 -0.1
C 1.972 0.131 6.358 0.0 0.5 -0.2
C 1.829 0.650 5.070 0.0 0.2 0.7
H 3.352 4.938 2.175 -0.4 0.1 0.1
H 5.686 5.072 1.545 0.0 0.0 0.0
H 7.142 3.078 1.675 0.0 0.0 0.0
H 6.217 0.924 2.474 0.0 0.0 0.0
H 3.857 0.744 3.110 -0.1 -0.1 0.0
H 1.516 4.634 0.863 0.0 -0.1 0.1
H 0.533 6.847 0.514 0.0 0.0 0.0
H -0.823 7.908 2.293 0.0 0.0 0.0
H -1.200 6.721 4.433 -0.1 0.0 0.1
H -0.248 4.493 4.807 0.0 -0.2 0.2
H 1.543 3.951 5.876 0.0 0.2 -0.1
H 1.758 3.021 8.133 0.0 0.0 0.1
H 2.050 0.581 8.461 0.0 0.0 0.0
H 2.115 -0.933 6.499 0.0 0.0 0.0
H 1.866 -0.028 4.227 -0.2 0.2 -0.1
```
Positions in Å, forces in eV/Å.

As for the HOMO-LUMO gap: 5.290 eV. The value obtained for the lowest unoccupied orbital energy is 0.067 hartree. The total charge is -1.

Entry from the Open Molecules 2025 dataset: a structure of composition C37H43CoO2Si at a distorted geometry (wB97M-V/def2-TZVPD).

Geometry as XYZ:
```
84
Properties=species:S:1:pos:R:3:forces:R:3
O 1.391 -4.182 -3.406 1.3 -2.2 -1.4
C 2.761 -4.688 -3.366 0.1 0.5 0.2
C 2.380 -6.088 -3.836 -0.3 0.4 0.1
H 3.146 -4.661 -2.340 0.0 0.1 -0.3
H 3.424 -4.145 -4.052 -0.1 0.1 0.2
C 0.938 -5.524 -3.771 -0.1 -0.4 -0.4
H 2.616 -6.876 -3.112 -0.1 0.1 -0.3
H 2.730 -6.329 -4.842 -0.1 -0.1 0.2
C 0.102 -6.155 -2.680 -0.2 0.0 0.0
H 0.643 -6.138 -1.726 -0.3 0.1 -0.2
H -0.128 -7.200 -2.946 0.1 0.3 0.1
H -0.843 -5.604 -2.590 0.2 -0.1 0.2
C 0.202 -5.442 -5.096 -0.1 0.0 0.1
H 0.812 -4.916 -5.839 -0.1 -0.1 0.1
H -0.721 -4.875 -4.929 0.1 0.0 -0.2
H -0.061 -6.436 -5.478 0.1 0.1 0.1
Co -0.951 0.839 -0.261 -0.3 -1.2 3.0
C -1.337 2.498 -1.416 0.3 0.7 -1.1
C 0.052 2.415 -1.105 0.7 0.8 -1.3
C 0.534 1.148 -1.543 0.3 0.6 -1.4
H 0.672 3.198 -0.684 -0.2 -0.2 0.1
C -0.566 0.467 -2.184 0.6 0.4 -1.1
C -1.706 1.319 -2.110 0.2 0.2 -1.0
H -2.703 1.093 -2.473 0.3 0.0 0.2
H -1.986 3.327 -1.163 0.1 -0.2 -0.1
H 1.545 0.792 -1.405 -0.1 0.1 -0.1
H -0.528 -0.524 -2.626 -0.2 0.3 0.2
C -2.702 0.370 0.658 -1.4 -1.5 0.4
C -3.436 -0.274 -0.410 0.1 -0.5 1.2
C -2.871 -1.548 -0.641 -0.2 0.3 0.3
H -4.317 0.142 -0.901 0.4 -0.1 0.1
C -1.794 -1.742 0.262 -0.3 0.8 0.6
C -1.654 -0.566 1.078 -1.5 -1.3 0.1
H -1.103 -0.504 2.020 -0.3 -0.1 -0.6
H -3.074 1.205 1.259 0.2 -0.4 -0.4
H -3.237 -2.298 -1.345 0.2 0.3 0.1
H -1.229 -2.664 0.408 -0.1 0.4 -0.2
O 1.190 -3.644 -0.910 1.5 0.7 -0.3
C 0.690 -2.589 -1.748 -1.1 1.2 1.2
C 1.855 -1.793 -2.340 -0.3 -0.4 -0.3
H 0.123 -1.930 -1.064 0.3 -0.1 -0.4
H -0.009 -2.981 -2.489 0.1 0.1 0.3
C 2.991 -2.050 -1.360 0.3 -0.1 0.2
H 1.601 -0.738 -2.421 0.1 -0.4 -0.1
H 2.100 -2.172 -3.332 0.0 0.2 0.0
C 2.447 -3.126 -0.403 -0.5 0.0 0.7
H 3.230 -1.142 -0.792 0.1 -0.2 -0.1
H 3.901 -2.390 -1.867 -0.1 0.1 0.1
H 2.262 -2.636 0.574 0.0 -0.4 -0.2
H 3.155 -3.957 -0.249 -0.4 0.2 0.0
C 3.754 3.763 2.464 -0.2 -0.2 -0.2
C 3.560 2.604 1.700 -0.1 0.0 0.1
C 2.265 2.143 1.429 0.3 0.6 0.3
C 1.158 2.866 1.900 0.1 -0.1 0.4
C 1.355 3.986 2.716 1.0 0.1 -0.1
C 2.649 4.448 2.977 -0.1 -0.2 -0.1
Si -0.609 2.269 1.631 -0.1 0.2 0.3
C -1.024 1.784 3.420 0.4 0.3 0.1
C -0.317 0.707 3.988 -0.4 0.1 0.7
C -0.511 0.358 5.329 0.0 0.2 -0.2
C -1.400 1.093 6.124 -0.1 -0.1 -0.2
C -2.071 2.190 5.581 0.1 -0.1 -0.2
C -1.861 2.551 4.243 0.0 -0.5 0.6
C -1.627 3.856 1.365 0.3 -0.3 0.4
C -3.017 3.838 1.580 -0.1 0.8 -0.1
C -3.792 4.966 1.290 0.3 -0.1 0.0
C -3.184 6.128 0.797 0.1 -0.2 -0.1
C -1.798 6.158 0.606 -0.1 -0.2 0.1
C -1.023 5.027 0.887 -0.7 0.4 0.0
H 4.765 4.126 2.657 -0.3 -0.1 0.0
H 4.419 2.054 1.308 -0.2 0.2 0.2
H 2.125 1.214 0.867 -0.1 0.4 0.1
H 0.502 4.511 3.150 0.2 -0.1 -0.2
H 2.788 5.346 3.578 0.1 -0.2 0.0
H 0.412 0.149 3.393 -0.3 0.1 0.1
H 0.037 -0.488 5.751 -0.2 0.2 -0.1
H -1.577 0.803 7.160 0.1 0.1 -0.2
H -2.762 2.777 6.190 0.2 -0.1 -0.1
H -2.337 3.454 3.864 0.1 -0.3 0.1
H -3.505 2.967 2.029 0.2 0.3 -0.3
H -4.868 4.928 1.466 0.2 0.1 -0.1
H -3.791 6.995 0.541 0.1 -0.1 0.1
H -1.306 7.059 0.244 -0.2 -0.1 0.0
H 0.060 5.085 0.763 -0.3 -0.1 0.0
```
Positions in Å, forces in eV/Å.

The spin multiplicity is 4. The expectation value of S² is 3.798. As for the energy relative to the best compared isomer or geometry (same formula, charge and spin): 50.9 kJ/mol. As for the HOMO-LUMO gap (alpha / beta): 4.116 / 6.352 eV. The value obtained for the lowest unoccupied orbital energy (alpha / beta) is 0.088 / 0.088 hartree. The total charge is -1.

Entry from the Open Molecules 2025 dataset: a structure of composition C37H43N3O5STeY (wB97M-V/def2-TZVPD).

Geometry as XYZ:
```
91
Properties=species:S:1:pos:R:3:forces:R:3
Y -0.021 -0.562 -0.240 -0.1 0.1 -0.1
C -2.846 -1.385 1.001 0.0 0.0 0.0
C -2.672 0.018 1.564 0.0 0.0 0.0
O -1.651 0.721 0.808 0.0 0.0 0.1
C -1.152 1.897 1.509 0.0 0.0 0.0
C -0.062 2.572 0.696 0.0 0.0 0.0
O 0.823 1.552 0.182 0.0 0.0 0.0
C 2.163 1.951 -0.173 0.0 0.0 0.0
C 2.824 0.808 -0.957 0.0 0.0 0.0
O 2.256 -0.442 -0.491 0.0 0.0 0.0
C 2.946 -1.678 -0.780 0.0 0.0 0.0
C 2.332 -2.744 0.109 0.0 0.0 0.0
O 0.897 -2.704 -0.072 0.0 0.0 0.0
C 0.155 -3.625 0.767 0.0 0.0 0.0
C -1.335 -3.345 0.632 0.0 0.0 0.0
O -1.521 -1.926 0.828 0.0 0.0 0.0
H -3.370 -1.392 0.043 0.0 0.0 0.0
H -3.412 -1.991 1.711 0.0 0.0 0.0
H -2.352 -0.022 2.606 0.0 0.0 0.0
H -3.613 0.568 1.500 0.0 0.0 0.0
H -0.771 1.562 2.475 0.0 0.0 0.0
H -1.973 2.600 1.657 0.0 0.0 0.0
H 0.493 3.243 1.355 0.0 0.0 0.0
H -0.469 3.139 -0.141 0.0 0.0 0.0
H 2.704 2.182 0.745 0.0 0.0 0.0
H 2.133 2.845 -0.800 0.0 0.0 0.0
H 3.899 0.809 -0.774 0.0 0.0 0.0
H 2.644 0.898 -2.028 0.0 0.0 0.0
H 4.007 -1.577 -0.549 0.0 0.0 0.0
H 2.836 -1.912 -1.842 0.0 0.0 0.0
H 2.558 -2.557 1.160 0.0 0.0 0.0
H 2.713 -3.726 -0.178 0.0 0.0 0.0
H 0.485 -3.488 1.798 0.0 0.0 0.0
H 0.361 -4.650 0.453 0.0 0.0 0.0
H -1.870 -3.896 1.408 0.0 0.0 0.0
H -1.725 -3.631 -0.346 0.0 0.0 0.0
C -2.414 -3.353 -4.023 0.0 0.0 0.0
C -3.008 -2.272 -3.390 0.0 0.0 0.0
C -2.258 -1.545 -2.487 0.0 0.0 0.0
N -0.994 -1.851 -2.153 0.0 0.0 0.0
C -0.429 -2.894 -2.784 0.0 0.0 0.0
C -1.094 -3.659 -3.723 0.0 0.0 0.0
H -2.965 -3.940 -4.747 0.0 0.0 0.0
H -4.023 -1.976 -3.611 0.0 0.0 0.0
H -2.679 -0.657 -2.024 0.0 0.0 0.0
H 0.591 -3.131 -2.514 0.0 0.0 0.0
H -0.585 -4.481 -4.205 0.0 0.0 0.0
Te -0.319 1.494 -2.929 0.0 0.0 0.0
C -1.433 0.646 -4.502 0.0 0.0 0.0
C -2.752 1.013 -4.735 0.0 0.0 0.0
C -3.434 0.435 -5.799 0.0 0.0 0.0
C -2.805 -0.496 -6.613 0.0 0.0 0.0
C -1.482 -0.847 -6.376 0.0 0.0 0.0
C -0.788 -0.273 -5.320 0.0 0.0 0.0
C -1.621 3.047 -2.375 0.0 0.0 0.0
C -2.786 2.790 -1.654 0.0 0.0 0.0
C -3.621 3.841 -1.303 0.0 0.0 0.0
C -3.287 5.143 -1.659 0.0 0.0 0.0
C -2.128 5.395 -2.377 0.0 0.0 0.0
C -1.290 4.347 -2.743 0.0 0.0 0.0
H -3.244 1.755 -4.121 0.0 0.0 0.0
H -4.456 0.730 -6.000 0.0 0.0 0.0
H -3.337 -0.929 -7.450 0.0 0.0 0.0
H -0.980 -1.548 -7.030 0.0 0.0 0.0
H 0.256 -0.526 -5.165 0.0 0.0 0.0
H -3.051 1.775 -1.382 0.0 0.0 0.0
H -4.539 3.647 -0.764 0.0 0.0 0.0
H -3.941 5.960 -1.386 0.0 0.0 0.0
H -1.877 6.406 -2.667 0.0 0.0 0.0
H -0.398 4.548 -3.322 0.0 0.0 0.0
S 2.177 -0.614 6.596 0.0 0.0 0.0
C 1.716 -0.604 4.928 0.0 0.0 0.0
C 0.493 -1.198 4.580 0.0 0.0 0.0
C 0.093 -1.217 3.267 0.0 0.0 0.0
N 0.795 -0.687 2.241 0.0 0.0 0.0
C 1.970 -0.129 2.592 0.0 0.0 0.0
C 2.463 -0.062 3.876 0.0 0.0 0.0
C 3.758 0.204 6.551 0.0 0.0 0.0
C 4.919 -0.534 6.382 0.0 0.0 0.0
C 6.125 0.158 6.358 0.0 0.0 0.0
N 6.213 1.477 6.492 0.0 0.0 0.0
C 5.093 2.164 6.684 0.0 0.0 0.0
C 3.833 1.578 6.723 0.0 0.0 0.0
H -0.135 -1.651 5.336 0.0 0.0 0.0
H -0.844 -1.694 3.015 0.0 0.0 0.0
H 2.566 0.278 1.789 0.0 0.0 0.0
H 3.422 0.403 4.056 0.0 0.0 0.0
H 4.895 -1.611 6.285 0.0 0.0 0.0
H 7.059 -0.376 6.230 0.0 0.0 0.0
H 5.200 3.234 6.818 0.0 0.0 0.0
H 2.948 2.176 6.897 0.0 0.0 0.0
```
Positions in Å, forces in eV/Å.

As for the energy relative to the best compared isomer or geometry (same formula, charge and spin): 0.0 kJ/mol. As for the HOMO-LUMO gap: 8.105 eV. The value obtained for the lowest unoccupied orbital energy is -0.270 hartree. The total charge is +3.

Q: Which formula does entry 2 have?
A: C37H43CoO2Si

Q: Look up the total charge of the second one.
A: -1